C8H23N4Si | ωB97M-V/def2-TZVPD

```
36
Properties=species:S:1:pos:R:3
C -1.51630 2.34677 -0.16025
C -1.55943 1.15238 0.94399
C -1.11248 1.54776 -1.40207
C -0.78350 0.05147 0.45034
C -0.09972 0.48399 -0.87620
C -1.67936 -2.03713 1.45272
C -0.39457 -0.81479 -3.21116
C 2.28659 1.59151 -1.18159
N -0.90830 -1.20424 0.62009
N 1.33606 -0.41371 2.19604
N 0.17049 -0.64547 -1.88962
N 1.20922 0.95054 -0.35967
Si 1.70646 -2.04848 2.70234
H -2.42074 2.91283 -0.34511
H -0.78340 3.00887 0.29286
H -1.22097 1.78688 1.78891
H -2.57003 1.02676 1.23663
H -1.93369 1.06720 -1.87405
H -0.61234 2.24427 -2.03176
H -2.48533 -1.48091 1.72145
H -2.01025 -2.89405 0.86725
H -1.08315 -2.27519 2.29391
H -1.39857 -0.46814 -3.43389
H 0.23626 -0.42625 -4.06798
H -0.38177 -1.87382 -3.43895
H 3.08281 0.80679 -1.31193
H 2.01981 1.71869 -2.23957
H 2.68866 2.42710 -0.58200
H -0.35624 -1.73475 -0.02700
H 1.29779 0.38531 2.90951
H 1.16446 -0.84104 -1.79898
H 2.07769 -0.14048 1.60851
H 1.10627 1.30553 0.61128
H 0.46553 -2.29211 3.56044
H 2.72522 -2.46466 3.60869
H 1.73680 -2.75943 1.36683
```

## Properties
Net charge   +1
DFT total energy   -826.80273 Eh
LUMO   -0.1265 hartree
F_max   4.51 eV Å⁻¹
Energy above the lowest of the compared OMol25 structures with the same formula, charge and spin   7.75 kcal per mole
Kohn-Sham gap   0.3207 Ha